{"formula": "C24H40BeN2O18", "method": "ωB97M-V/def2-TZVPD", "de_lowest_kcal_mol": 0.0, "e_homo_ev": -8.105, "gap_ev": 2.336, "energy_ha": -2416.3915, "lumo_ha": -0.2120, "largest_force_ev_per_a": 4.1, "molar_mass_g_mol": 653.59, "species": ["Be", "N", "O", "O", "O", "N", "O", "O", "O", "C", "O", "C", "C", "O", "C", "H", "H", "H", "H", "H", "H", "H", "H", "H", "H", "O", "C", "O", "C", "C", "C", "H", "H", "H", "H", "H", "H", "O", "C", "O", "C", "C", "C", "H", "H", "H", "H", "H", "H", "O", "C", "O", "C", "C", "C", "H", "H", "H", "H", "H", "H", "O", "C", "O", "C", "C", "C", "H", "H", "H", "H", "H", "H", "O", "C", "O", "C", "C", "C", "H", "H", "H", "H", "H", "H"], "positions_angstrom": [[0.15768, 0.46460, -0.46884], [1.70475, 1.26492, 4.59950], [1.16599, 0.61520, 5.50386], [2.67724, 1.95028, 4.83916], [1.24321, 1.20083, 3.43949], [-4.84909, 0.83118, 0.52945], [-5.87213, 0.90339, -0.11409], [-4.94826, 0.59958, 1.76196], [-3.78943, 0.97657, 0.00437], [-1.42198, 1.93096, -4.65974], [-0.44674, 2.26955, -3.76354], [0.76160, 2.85238, -4.26601], [1.63548, 1.75129, -4.84934], [1.56939, 0.62853, -3.88892], [2.16854, -0.56915, -4.39091], [-0.96288, 1.12706, -5.23512], [-1.70088, 2.78855, -5.27200], [-2.25631, 1.48581, -4.11765], [1.33059, 3.31766, -3.46112], [0.62374, 3.57673, -5.06876], [2.68545, 2.03867, -4.79384], [1.24878, 1.52547, -5.84311], [2.40086, -1.17852, -3.51753], [2.97728, -0.41784, -5.10587], [1.42191, -1.07061, -5.00669], [-0.62699, 4.46139, 0.76237], [-1.20435, 5.25217, 1.52492], [-1.15113, 6.57766, 1.28889], [-2.00102, 7.32806, 2.13324], [-2.53729, 6.27312, 3.09223], [-2.25417, 4.93609, 2.56154], [-2.72720, 7.93598, 1.59361], [-1.42748, 8.12829, 2.60099], [-3.56962, 6.60583, 3.20044], [-2.05592, 6.28465, 4.07011], [-3.14490, 4.60517, 2.02749], [-2.02847, 4.18148, 3.31501], [4.25857, 2.15135, -0.49485], [5.12557, 3.00042, -0.27817], [5.40929, 4.10711, -1.14823], [6.51162, 4.93928, -0.62885], [6.45127, 4.54348, 0.84122], [6.09539, 3.01950, 0.84003], [6.34241, 6.01511, -0.67438], [7.45706, 4.71295, -1.12181], [5.77785, 5.20062, 1.39146], [7.42737, 4.82425, 1.23681], [5.63673, 2.60553, 1.73799], [7.02617, 2.50367, 0.60409], [2.76964, -3.21362, 0.61435], [3.24486, -4.28067, 0.93587], [3.95964, -5.10465, 0.12767], [4.35704, -6.31580, 0.79153], [4.28232, -5.96493, 2.24828], [3.27088, -4.83245, 2.37464], [5.39639, -6.55184, 0.56318], [3.69166, -7.14673, 0.55716], [5.23100, -5.64986, 2.68282], [3.92974, -6.81001, 2.83955], [3.61898, -4.14423, 3.14488], [2.24861, -5.15278, 2.57582], [-1.85904, -2.56963, 2.25616], [-2.66402, -2.95984, 3.09209], [-3.74090, -3.64863, 2.70735], [-4.63552, -3.93151, 3.78383], [-3.79834, -3.79991, 5.10685], [-2.57318, -2.99237, 4.65782], [-4.87868, -4.97901, 3.60569], [-5.36200, -3.11890, 3.78443], [-3.48151, -4.80575, 5.38256], [-4.24346, -3.24578, 5.93324], [-1.68680, -3.47014, 5.07515], [-2.59233, -1.96171, 5.01205], [-2.33485, -2.22936, -3.03736], [-3.27372, -2.87063, -3.55643], [-3.22860, -3.31434, -4.83295], [-4.42446, -4.01976, -5.21303], [-5.12860, -4.33291, -3.91339], [-4.55365, -3.30779, -2.86547], [-4.17221, -4.99457, -5.63043], [-5.14149, -3.62149, -5.93091], [-4.78986, -5.32820, -3.62572], [-6.21395, -4.23488, -3.93598], [-4.36628, -3.73485, -1.88027], [-5.17284, -2.41673, -2.76186]], "forces_ev_per_angstrom": [[-0.18, 0.18, 0.06], [-0.41, -0.50, 0.20], [-0.22, 0.01, -0.43], [0.68, 0.58, -0.14], [-0.16, -0.13, 0.15], [-2.07, -0.62, 2.62], [-1.21, 0.13, -1.01], [0.60, 0.12, -0.50], [2.99, 0.33, -1.16], [0.34, -0.97, -0.89], [1.51, 2.02, 2.22], [0.03, -1.16, 0.00], [-0.08, -1.03, 1.98], [0.35, 0.71, -1.30], [-1.19, 0.32, -0.26], [-0.63, -0.18, -0.91], [-0.34, -0.07, -0.23], [-0.08, 0.35, -0.02], [-0.58, 0.04, 0.30], [-0.47, 0.32, 0.06], [0.01, 0.31, -0.82], [0.39, -0.64, -0.10], [0.35, -0.03, -0.31], [0.61, 0.30, 0.55], [-0.25, -0.42, 0.12], [-1.05, 1.92, 2.33], [0.86, -2.49, -3.16], [0.69, 0.04, -0.67], [0.92, 0.17, 0.63], [-1.02, 2.33, 2.06], [-0.62, -0.46, -1.00], [-0.42, -0.83, -0.55], [0.43, -0.31, 0.38], [-0.28, -0.91, 0.52], [-0.04, 0.80, 0.08], [0.22, -0.50, -0.37], [0.35, 0.12, -0.31], [2.11, 2.79, 0.12], [-1.17, -1.16, -2.16], [-0.39, -0.84, 0.31], [-1.50, -1.27, 1.13], [1.43, 0.20, 0.65], [0.48, 1.97, 0.59], [-0.53, -0.19, -0.68], [-0.15, -0.33, -0.08], [-0.50, -0.39, -0.17], [0.18, -0.58, 0.49], [0.19, 0.17, -0.03], [-0.25, -0.40, -0.19], [0.52, -1.57, -0.39], [0.31, 1.70, 1.26], [-0.45, 0.11, -0.75], [0.32, 0.49, 0.52], [-0.69, -0.57, 1.74], [0.27, -0.35, -0.97], [-0.24, 0.00, -0.62], [-0.01, 0.16, -0.37], [0.09, -0.03, -0.29], [0.27, -0.19, 0.01], [-0.47, 0.42, -0.43], [0.05, -0.10, 0.27], [-1.36, -0.23, 1.88], [2.48, -0.43, -0.67], [-0.18, 0.31, -0.19], [1.11, 0.46, 1.09], [0.44, 0.14, -1.06], [-0.31, 0.25, -0.70], [-1.07, 0.45, 0.20], [-0.75, -0.77, -0.24], [-0.11, 0.16, 0.42], [-0.56, -0.56, -0.14], [0.33, 0.29, -0.68], [0.02, -0.01, 0.01], [-2.79, -1.89, -1.94], [2.63, 1.53, 2.10], [-0.35, 0.47, -0.67], [-0.49, -1.34, 0.53], [0.08, 0.64, 1.82], [0.02, -0.49, -1.41], [0.65, 0.26, -0.28], [0.74, 1.26, -0.10], [-0.53, -0.04, 0.29], [0.11, -0.42, -0.22], [0.10, 0.16, -0.15], [-0.11, -0.05, 0.08]]}